[1]
Below is C22H9Br4F5IrN4O5S as an isolated structure in a non-equilibrium geometry, with properties calculated with ωB97M-V with the def2-TZVPD basis set.

Cartesian coordinates (Å):
Ir: 0.36769 -0.96890 -1.09989
Br: 4.63797 -6.63027 -1.78638
C: 3.95756 -4.89668 -1.46910
C: 4.76598 -3.90696 -0.92491
Br: 6.58517 -4.24323 -0.53962
C: 4.22977 -2.64182 -0.65902
Br: 5.24354 -1.24032 0.09218
C: 2.90147 -2.36912 -0.94429
O: 2.34035 -1.22293 -0.73465
C: 2.08161 -3.35440 -1.54923
O: 0.86697 -3.03138 -1.79924
C: 2.62159 -4.61939 -1.77621
Br: 1.44751 -5.91536 -2.49461
N: -3.27498 3.15229 4.61580
C: -3.03289 2.69521 3.32145
C: -1.77158 2.85989 2.74078
C: -1.54035 2.44521 1.44442
C: -2.57084 1.86281 0.71417
C: -3.82763 1.69234 1.27507
C: -4.05752 2.11106 2.57319
S: -2.25086 1.32136 -0.92591
O: -3.49976 1.04205 -1.56703
O: -1.31193 2.21007 -1.52040
N: -1.43080 -0.10629 -0.67691
C: -2.01890 -1.24129 -0.16542
N: -3.25054 -1.41010 0.25548
C: -3.55629 -2.66502 0.62068
C: -2.66827 -3.71337 0.56553
C: -1.36631 -3.42543 0.15937
N: -1.04520 -2.19321 -0.16094
H: -2.46226 3.23102 5.20456
H: -4.05793 2.72890 5.08556
H: -0.97254 3.31989 3.31096
H: -0.56531 2.57018 0.99477
H: -4.60879 1.22579 0.68962
H: -5.03980 1.98734 3.01612
H: -4.57247 -2.82201 0.96543
H: -2.96041 -4.71598 0.83953
H: -0.57776 -4.16420 0.09039
F: 3.15988 5.37730 -0.74426
C: 2.68467 4.16790 -1.10301
C: 2.27995 3.25717 -0.15640
F: 2.33912 3.58509 1.14929
C: 1.80337 2.01750 -0.52795
F: 1.37506 1.19415 0.45874
C: 1.68233 1.61251 -1.86505
O: 1.22629 0.47173 -2.28158
C: 2.10512 2.57723 -2.79819
F: 2.01940 2.28070 -4.10603
C: 2.59086 3.81153 -2.43286
F: 2.97869 4.68938 -3.37401

The total charge is -1. The calculation puts the electronic energy at -346589.6464 eV. Its molar mass is 1048.23 g mol⁻¹. The energy above the lowest of the compared OMol25 structures with the same formula, charge and spin is 24.45 kcal per mole. The LUMO energy (spin up / spin down) comes out at 1.212 / 1.215 eV.



[2]
Below is C5H8N2O2 as an isolated structure in a non-equilibrium geometry, with properties calculated with ωB97M-V with the def2-TZVPD basis set.

Cartesian coordinates (Å):
C: -0.59778 1.63088 0.08178
C: -0.79393 0.71030 1.24700
C: -1.33859 -0.59109 0.65243
C: 0.87693 -1.43100 -0.37122
C: 0.69878 1.13755 -0.76466
H: -1.15107 1.37299 2.07835
H: 0.51675 0.56985 1.27275
H: -1.72572 -1.20238 1.47364
H: -2.11797 -0.64267 -0.30368
H: -0.65473 -2.51962 0.19892
H: 2.28639 -0.04945 -0.71832
H: 1.67640 2.06184 -0.39435
H: 0.41813 1.08859 -2.06422
N: -0.40602 -1.57231 0.15713
N: 1.26916 -0.09365 -0.34209
O: -1.40193 2.66136 -0.22253
O: 1.60660 -2.38102 -0.44250

The total charge is 0. The calculation puts the electronic energy at -12385.3603 eV. Its molar mass is 128.13 g mol⁻¹. The energy above the lowest of the compared OMol25 structures with the same formula, charge and spin is 128.57 kcal per mole. The LUMO energy comes out at 0.083 eV.



[3]
Below is C33H41N10PdS as an isolated structure in a non-equilibrium geometry, with properties calculated with ωB97M-V with the def2-TZVPD basis set.

Cartesian coordinates (Å):
Pd: 0.44990 -0.23561 -0.07114
S: -0.15735 -2.31281 -0.86791
C: 1.29170 -2.52769 -1.83806
N: 1.43286 -3.69317 -2.45896
N: 2.36551 -3.83359 -3.36437
C: 3.05294 -2.87075 -4.17402
C: 2.44378 -1.69366 -4.59972
C: 3.13869 -0.82971 -5.42622
C: 4.43408 -1.12826 -5.84048
C: 5.02044 -2.31442 -5.43669
C: 4.33017 -3.18824 -4.60488
N: 2.27008 -1.61055 -1.89123
N: 2.00692 -0.52374 -1.31175
C: 3.13404 0.36296 -1.22306
C: 3.07132 1.52348 -0.44957
C: 4.16139 2.37769 -0.38944
C: 5.31042 2.10108 -1.11779
C: 5.36905 0.95177 -1.89473
C: 4.29414 0.08167 -1.94684
H: 2.52696 -4.80303 -3.57874
H: 1.42516 -1.46809 -4.30833
H: 2.66093 0.08039 -5.76526
H: 4.96949 -0.44951 -6.49221
H: 6.02155 -2.56425 -5.76150
H: 4.79122 -4.11676 -4.27961
H: 2.18386 1.77306 0.11035
H: 4.10942 3.26740 0.22452
H: 6.15432 2.78266 -1.08682
H: 6.26203 0.72998 -2.46693
H: 4.33133 -0.82168 -2.54337
C: 1.50406 0.81176 5.33041
N: 1.14518 1.18448 3.96467
C: 0.48154 2.47034 3.85704
C: 1.03950 0.24418 2.97672
N: 0.08080 0.27808 2.07880
C: -1.23741 0.61266 2.50969
C: -1.66614 0.07839 3.70219
C: -2.94322 0.32946 4.23485
C: -3.81608 1.09784 3.53257
C: -3.45498 1.61550 2.26349
C: -4.43418 2.34025 1.54132
C: -4.16876 2.78855 0.28620
C: -2.89920 2.56185 -0.27195
C: -1.87869 1.94089 0.41426
N: -0.63967 1.80330 -0.26678
C: -0.23814 2.77760 -1.04725
N: -0.33986 4.10759 -0.73808
C: -0.54971 4.54845 0.62990
C: -0.78195 5.06539 -1.74755
N: 0.37873 2.52182 -2.23493
C: -0.02684 1.36740 -3.04465
C: 1.46136 3.38356 -2.71100
C: -2.14653 1.39389 1.71874
N: 2.03596 -0.68260 2.97151
C: 1.79736 -2.04179 2.47620
C: 3.41903 -0.25459 3.21952
H: 0.66277 1.03186 5.99397
H: 2.37121 1.37334 5.68266
H: 1.71762 -0.25116 5.38980
H: 1.11109 3.22740 4.32506
H: -0.49574 2.47295 4.34427
H: 0.34646 2.72221 2.81335
H: -0.98779 -0.57788 4.23913
H: -3.22683 -0.10139 5.18904
H: -4.81273 1.29953 3.91032
H: -5.40636 2.49390 1.99619
H: -4.92832 3.30664 -0.28965
H: -2.70459 2.87977 -1.29161
H: -0.13208 3.82059 1.31328
H: -1.60882 4.67889 0.86504
H: -0.03801 5.50157 0.77076
H: -0.83878 4.59083 -2.72249
H: -0.10706 5.92126 -1.80356
H: -1.77996 5.43089 -1.48720
H: -1.04887 1.48404 -3.40940
H: 0.02565 0.44043 -2.50531
H: 0.63428 1.30396 -3.90584
H: 1.11036 4.26357 -3.25588
H: 2.09348 2.80460 -3.37916
H: 2.07324 3.71955 -1.87728
H: 0.97892 -2.51033 3.02115
H: 2.69755 -2.62912 2.64312
H: 1.56088 -2.08849 1.42931
H: 3.56104 0.15730 4.21692
H: 3.74241 0.49056 2.49009
H: 4.06576 -1.12096 3.12630

The total charge is +1. The calculation puts the electronic energy at -64094.6177 eV. Its molar mass is 716.25 g mol⁻¹. The LUMO energy (spin up / spin down) comes out at -3.864 / -3.890 eV.



[4]
Below is an isolated molecule of C4H7NOS2 in a non-equilibrium geometry, with properties calculated with ωB97M-V with the def2-TZVPD basis set.

Cartesian coordinates (Å):
C: 1.42086 1.20229 -0.19841
C: 0.14198 0.45298 -0.45156
C: -0.94496 0.47153 0.66568
C: 0.30470 -1.04466 -0.21263
H: 1.75323 1.04072 0.82851
H: 1.21528 2.27935 -0.32210
H: 2.17784 0.92138 -0.87708
H: 0.12385 0.28067 -2.40504
H: -1.94823 0.73092 0.28628
H: -0.78572 0.95583 1.64519
H: -2.18720 -2.64662 1.05569
N: -0.61411 -0.96292 0.80379
O: -0.41831 0.70462 -1.72710
S: -1.28723 -2.10330 1.87960
S: 1.04803 -2.28278 -0.97084

The total charge is 0. The calculation puts the electronic energy at -29468.3275 eV. Its molar mass is 149.24 g mol⁻¹. The energy above the lowest of the compared OMol25 structures with the same formula, charge and spin is 33.74 kcal per mole. The LUMO energy comes out at 0.528 eV. The SMILES is C[C@]1(O)CN(S)C1=S.